ORCA calculation (ωB97M-V with the def2-TZVPD basis set) on 17 unconnected molecules or ions with the total composition C63H164O29P4 in a non-equilibrium geometry.

As for the energy: -164533.73148 eV. The calculation puts the HOMO energy at -9.61 eV. For the largest force on an atom, the calculation gives 0.0632 Eh/bohr.

```
! wB97M-V def2-TZVPD RIJCOSX def2/J DEFGRID3
* xyz 0 1
C -7.2762 -36.7381 -3.3714
C -6.0079 -37.0277 -2.6418
O -5.5637 -35.9209 -1.9165
P -4.2782 -35.0251 -2.2635
O -3.6744 -35.1946 -3.6102
O -3.2122 -35.4509 -1.1208
C -3.4697 -35.0743 0.2105
C -2.4452 -35.7964 1.0296
O -4.8619 -33.5883 -1.8461
C -4.5377 -32.3431 -2.4682
C -3.1258 -32.0069 -2.2353
H -7.0169 -36.1405 -4.2085
H -7.8175 -37.5521 -3.7736
H -7.8884 -36.1042 -2.7530
H -6.2521 -37.7655 -1.8800
H -5.2244 -37.5512 -3.1730
H -3.3766 -34.0096 0.2865
H -4.4958 -35.3370 0.5692
H -1.4127 -35.4720 0.7201
H -2.6256 -35.6333 2.0976
H -2.4905 -36.8505 0.8233
H -4.7887 -32.3173 -3.5218
H -5.1779 -31.5797 -1.9727
H -2.8588 -31.0365 -2.6360
H -2.9205 -32.0925 -1.1493
H -2.5096 -32.7727 -2.6540
C -8.2396 -28.5875 12.2316
C -9.5143 -29.3542 11.9207
O -9.9089 -29.2989 10.4984
P -9.2285 -30.2816 9.5228
O -7.7453 -30.3816 9.5574
O -9.6878 -31.7598 9.7969
C -11.0622 -32.2573 9.7948
C -11.9752 -31.6991 10.8194
O -9.9357 -29.9409 8.1679
C -10.0474 -28.6397 7.6495
C -8.6877 -27.9797 7.4770
H -8.3495 -27.5405 11.9200
H -8.0028 -28.6236 13.2934
H -7.4192 -29.0599 11.6718
H -9.2985 -30.3934 12.1520
H -10.3386 -28.9637 12.5203
H -11.4162 -32.1631 8.7903
H -10.9386 -33.3460 9.9692
H -12.8537 -32.2768 10.8930
H -11.4337 -31.6681 11.7758
H -12.2794 -30.7134 10.5492
H -10.4588 -28.7771 6.6214
H -10.7518 -28.1124 8.2686
H -7.9671 -28.7114 7.0481
H -8.5717 -27.1401 6.8136
H -8.1915 -27.7157 8.4136
C -8.4834 -33.2392 7.3877
C -8.0966 -34.2260 6.2667
O -6.7935 -33.7792 5.6971
P -6.3906 -34.1490 4.2237
O -7.0240 -33.4295 3.1003
O -4.8678 -33.8924 4.2494
C -3.9385 -34.3668 5.3076
C -2.5272 -33.8395 5.0680
O -6.6589 -35.7148 4.2851
C -6.5466 -36.4660 3.0176
C -5.2538 -37.2751 3.0343
H -9.5340 -33.4944 7.6660
H -7.7648 -33.1586 8.2387
H -8.6478 -32.2345 6.9840
H -7.9234 -35.1835 6.6236
H -8.8632 -34.2566 5.4342
H -4.2852 -33.9382 6.2495
H -3.9433 -35.4868 5.3348
H -2.5499 -32.7483 5.1874
H -1.8813 -34.1486 5.8789
H -2.0547 -34.0575 4.0635
H -7.3307 -37.1906 3.0642
H -6.6295 -35.7955 2.1846
H -5.1136 -37.8587 2.1189
H -4.3971 -36.6405 3.1112
H -5.2130 -38.0497 3.8465
C -0.1280 -32.8429 1.8663
C -0.6274 -31.9719 0.7632
O 0.4080 -31.0126 0.5932
P 0.3142 -29.9733 -0.5910
O 0.1358 -30.5182 -1.9434
O -0.8454 -29.0215 -0.0300
C -1.6066 -28.2873 -1.0293
C -0.8295 -27.1034 -1.6004
O 1.6155 -29.1266 -0.4552
C 1.9012 -28.2224 0.6788
C 3.0941 -27.3187 0.3861
H -0.0431 -32.3106 2.8411
H -0.8887 -33.6050 1.9720
H 0.8102 -33.4456 1.6298
H -0.7313 -32.5673 -0.1943
H -1.5268 -31.4637 0.9996
H -1.9002 -29.0314 -1.7650
H -2.4701 -27.9625 -0.5159
H -1.5013 -26.3643 -2.0506
H -0.2810 -26.6770 -0.7819
H -0.1375 -27.5308 -2.3194
H 1.0088 -27.6022 0.8394
H 2.0549 -28.8657 1.5291
H 3.2616 -26.6695 1.2639
H 4.0426 -27.7747 0.1112
H 2.8918 -26.6175 -0.4098
C 3.1500 -33.6479 6.0688
C 2.2144 -32.6284 5.4792
C 2.7037 -32.0633 4.1533
O 0.9214 -33.2013 5.1670
H 3.2108 -34.5130 5.4074
H 2.7004 -33.9968 7.0129
H 4.1624 -33.1877 6.3387
H 1.9807 -31.8302 6.2602
H 2.5543 -32.8283 3.3705
H 3.7198 -31.6713 4.1270
H 2.0903 -31.2368 3.8505
H 0.3635 -33.4249 5.9176
C -6.3034 -33.3514 12.2786
C -5.8152 -34.5103 11.4025
C -6.6448 -34.9029 10.2479
O -4.4879 -34.2258 10.9191
H -7.3030 -33.5522 12.7479
H -6.4305 -32.4621 11.6378
H -5.4741 -33.1023 12.9984
H -5.6535 -35.4372 11.9751
H -6.3700 -35.8870 9.8663
H -6.4850 -34.1702 9.4562
H -7.6565 -34.9171 10.5978
H -4.4663 -33.3416 10.5175
C -5.2610 -29.7821 0.5881
C -4.2244 -30.5551 1.4106
C -4.6410 -30.7444 2.8021
O -3.8675 -31.7647 0.7794
H -5.4220 -28.7916 0.9985
H -6.2122 -30.2871 0.4947
H -4.8728 -29.5169 -0.4096
H -3.3199 -29.9352 1.3759
H -4.6492 -29.7755 3.2709
H -3.9042 -31.3215 3.3821
H -5.5907 -31.2418 2.8417
H -4.6577 -32.3698 0.7587
C -9.6942 -39.0567 1.2087
C -8.9537 -39.1313 -0.1095
C -8.6045 -40.5197 -0.5885
O -9.7756 -38.5112 -1.1163
H -9.1616 -39.2987 2.0935
H -10.6126 -39.6369 1.0591
H -10.0252 -38.0196 1.3615
H -8.0066 -38.6342 -0.0838
H -9.5221 -41.0984 -0.8673
H -8.0757 -41.1692 0.1048
H -8.0268 -40.4343 -1.5186
H -9.2963 -38.3450 -1.9328
C -1.7545 -28.8549 4.6857
C -1.0523 -28.5291 3.3897
C -1.7658 -27.5030 2.5861
O 0.2556 -28.0551 3.8354
H -2.7801 -29.1651 4.4942
H -1.8359 -27.9344 5.3167
H -1.2373 -29.6351 5.2333
H -0.9468 -29.3809 2.7182
H -2.6946 -27.8707 2.1027
H -1.1010 -27.1392 1.7980
H -2.1023 -26.6977 3.2662
H 0.8198 -27.9580 3.0448
C -8.7321 -30.5803 4.8959
C -9.0157 -29.2886 4.1873
C -8.4339 -29.2177 2.7846
O -10.4552 -29.0476 4.0894
H -8.9212 -31.5232 4.3745
H -9.4021 -30.5679 5.7284
H -7.6779 -30.6096 5.1206
H -8.7103 -28.4121 4.7674
H -7.3399 -29.0055 2.7194
H -8.9152 -28.3790 2.3124
H -8.7228 -30.1391 2.2459
H -10.7252 -29.5219 3.2794
C -8.1361 -34.5369 0.2243
C -7.5452 -33.2279 -0.0447
C -8.5299 -32.0959 0.2641
O -6.3373 -32.9817 0.7220
H -8.5127 -34.5769 1.2577
H -7.3659 -35.3046 0.0247
H -8.9331 -34.8587 -0.5350
H -7.1216 -33.2738 -1.0354
H -8.6698 -32.0320 1.3679
H -9.5633 -32.2996 -0.1171
H -8.1447 -31.0470 0.0358
H -6.5884 -32.8557 1.6908
C -5.3864 -30.9130 7.1166
C -4.8135 -31.7575 8.1432
C -3.2999 -31.7066 8.0211
O -5.0877 -31.3298 9.5125
H -4.9817 -29.8393 7.1619
H -6.4483 -30.8857 7.1346
H -5.1836 -31.3210 6.0965
H -5.1994 -32.7647 8.0761
H -2.7770 -32.4006 8.7004
H -3.0207 -30.6721 8.1763
H -2.9989 -32.0767 7.0715
H -6.0509 -31.1386 9.6056
C -4.9186 -38.8553 8.6410
C -5.1977 -37.9593 7.4635
C -6.6121 -38.0134 7.0308
O -4.8713 -36.5574 7.8245
H -5.2158 -39.8713 8.3637
H -5.6332 -38.5661 9.4239
H -3.9345 -38.8159 9.0170
H -4.5590 -38.1432 6.5585
H -7.0107 -39.0085 6.7726
H -6.8128 -37.3339 6.1415
H -7.2479 -37.6481 7.8815
H -4.1423 -36.5737 8.5059
C 0.6267 -37.1681 4.4975
C -0.5487 -37.8306 5.1699
C -0.5621 -37.6164 6.6752
O -1.7698 -37.3466 4.5573
H 1.6627 -37.2463 5.0146
H 0.5245 -36.0660 4.4554
H 0.7244 -37.5330 3.4662
H -0.5145 -38.9342 5.0642
H -0.5850 -36.5418 7.0109
H 0.3281 -38.0722 7.0173
H -1.4291 -38.0857 7.0658
H -1.8076 -37.6898 3.6277
C -14.4384 -30.1911 4.4775
C -13.5464 -31.2600 5.1131
C -13.0198 -30.9840 6.4953
O -14.1052 -32.5800 5.0071
H -14.6252 -30.4006 3.4490
H -13.8487 -29.2874 4.4834
H -15.3118 -30.0079 5.0421
H -12.6789 -31.2568 4.3690
H -13.7884 -31.2456 7.1783
H -12.8054 -29.9270 6.6122
H -12.1210 -31.5539 6.7149
H -14.6386 -32.8505 5.7490
C -13.1108 -36.7391 7.6956
C -11.7834 -35.9921 8.0770
C -10.5817 -36.8608 7.8770
O -11.6415 -34.7947 7.2955
H -13.1081 -36.8935 6.6041
H -13.9413 -36.0530 7.9618
H -13.1773 -37.6554 8.2844
H -11.8428 -35.6622 9.1557
H -10.3709 -37.3788 8.8326
H -9.7200 -36.2518 7.6686
H -10.6932 -37.5435 7.0275
H -11.9778 -34.9166 6.3826
C -11.3246 -33.8124 3.2527
C -11.9171 -35.1381 3.5858
C -10.8718 -36.2055 3.7542
O -12.7267 -35.0916 4.7182
H -12.0968 -33.0499 3.0343
H -10.6879 -33.9069 2.3861
H -10.7156 -33.3711 3.9969
H -12.5560 -35.5076 2.7915
H -11.3163 -37.2125 3.7574
H -10.3649 -36.0954 4.7239
H -10.1445 -36.2594 2.9575
H -13.3362 -34.3372 4.6675
*
```